Entry 1:
The following is a quantum chemistry calculation of the molecule C3H6N2O, from OMol25.

The value obtained for the LUMO energy is 1.02 eV. The structure (SMILES) is NC1=NCCO1. As for the multiplicity: 1.

Structure (XYZ):
```
12
C3H6N2O (the ωB97M-V functional and the def2-TZVPD basis)
N 2.10 0.35 -0.66
C 0.81 0.17 -0.24
O 0.44 0.41 1.04
N -0.10 -0.21 -1.05
C -1.22 -0.62 -0.21
C -1.07 0.39 0.91
H 2.22 -0.06 -1.58
H 2.89 0.31 -0.04
H -2.15 -0.61 -0.80
H -1.06 -1.64 0.16
H -1.48 1.35 0.55
H -1.39 0.17 1.92
```


Entry 2:
The following is a quantum chemistry calculation of a cluster of 2 separate species, C3H6N2O in total, from OMol25.

The value obtained for the LUMO energy is 0.81 eV. The structure (SMILES) is CNC=O.C#N. As for the multiplicity: 1.

Structure (XYZ):
```
12
C3H6N2O (the ωB97M-V functional and the def2-TZVPD basis)
C -1.35 0.28 0.91
N 0.17 -1.58 -3.09
C 1.01 -1.02 -2.53
N -0.15 0.06 0.15
C 1.05 0.64 0.42
O 2.13 0.24 -0.02
H -1.52 -0.54 1.62
H -1.24 1.21 1.48
H -2.23 0.37 0.27
H 1.74 -0.52 -1.91
H -0.10 -0.79 -0.39
H 0.95 1.54 1.04
```


Entry 3:
The following is a quantum chemistry calculation of the molecule C3H6N2O, from OMol25.

The value obtained for the LUMO energy is 0.66 eV. The structure (SMILES) is C[C@H]1N=NCO1. As for the multiplicity: 1.

Structure (XYZ):
```
12
C3H6N2O (the ωB97M-V functional and the def2-TZVPD basis)
C -1.49 0.76 0.32
C 0.19 -0.37 -0.65
C 1.67 -0.31 0.17
N -1.71 -0.64 0.46
N -0.79 -1.27 -0.08
O -0.36 0.99 -0.46
H -2.24 1.34 -0.29
H -1.58 1.05 1.40
H 0.50 -0.66 -1.66
H 2.29 0.29 -0.49
H 1.88 -1.34 0.13
H 1.63 0.16 1.15
```


Entry 4:
The following is a quantum chemistry calculation of a cluster of 2 separate species, C3H6N2O in total, from OMol25.

The value obtained for the LUMO energy (spin up / spin down) is 0.90 / 0.90 eV. The structure (SMILES) is C/N=[NH+]\[O-].C#C. As for the multiplicity: 1.

Structure (XYZ):
```
12
C3H6N2O (the ωB97M-V functional and the def2-TZVPD basis)
C -2.41 0.45 -0.84
C -2.27 1.63 -1.09
C 2.19 -0.73 0.43
N 0.45 0.76 0.15
N 0.94 -0.36 -0.09
O 0.98 1.73 0.68
H -3.01 -0.44 -0.61
H -0.44 0.99 -0.34
H -1.68 2.57 -1.30
H 2.74 0.17 0.77
H 2.14 -1.34 1.47
H 2.78 -1.29 -0.29
```


Copy entry 4 word for word.
The following is a quantum chemistry calculation of a cluster of 2 separate species, C3H6N2O in total, from OMol25.

The value obtained for the LUMO energy (spin up / spin down) is 0.90 / 0.90 eV. The structure (SMILES) is C/N=[NH+]\[O-].C#C. As for the multiplicity: 1.

Structure (XYZ):
```
12
C3H6N2O (the ωB97M-V functional and the def2-TZVPD basis)
C -2.41 0.45 -0.84
C -2.27 1.63 -1.09
C 2.19 -0.73 0.43
N 0.45 0.76 0.15
N 0.94 -0.36 -0.09
O 0.98 1.73 0.68
H -3.01 -0.44 -0.61
H -0.44 0.99 -0.34
H -1.68 2.57 -1.30
H 2.74 0.17 0.77
H 2.14 -1.34 1.47
H 2.78 -1.29 -0.29
```